# 1
C27H45Cl3F5IrN4O6P2Se as an isolated structure in a non-equilibrium geometry, computed with ωB97M-V with the def2-TZVPD basis set.

Its HOMO-LUMO gap (spin up / spin down) is 6.286 / 6.503 eV. Its net charge is +3. As for the expectation value of S²: 0.770. Its energy above the lowest of the compared OMol25 structures with the same formula, charge and spin is 2.075 eV. As for the spin multiplicity: 2. The value obtained for the HOMO energy (spin up / spin down) is -15.519 / -15.890 eV.

Last column: Mulliken charge in e.
Geometry (Å):
H1 5.522 -1.831 1.281  0.3463
F1 -5.016 -1.666 1.433  -0.2451
H2 2.140 2.072 1.270  -0.3847
Ir1 0.321 0.403 -0.363  6.9149
C1 -1.221 -0.318 2.081  0.0960
H3 6.644 -0.116 -0.075  0.3490
H4 1.221 3.464 1.850  0.6220
H5 3.221 -3.758 1.279  0.3269
H6 5.097 0.410 -3.096  0.3705
H7 6.396 1.838 1.478  0.5010
H8 -3.241 0.031 1.476  0.5528
H9 1.760 -5.539 0.566  0.3729
N1 0.110 0.242 1.776  -0.7078
C2 -0.994 0.888 -4.884  0.6297
C3 -6.287 -4.777 -0.937  -0.0116
H10 2.867 3.575 -3.330  0.4466
N2 0.398 2.420 0.168  -0.4016
H11 -0.483 1.962 2.831  0.3274
O1 0.258 -1.641 -0.336  -1.3117
H12 -0.705 -4.195 -2.184  0.1229
C4 -1.432 -2.939 -3.749  -1.0527
O2 2.656 0.550 -1.905  0.5133
H13 0.826 -0.455 1.968  0.1199
O3 2.393 -0.040 0.521  -0.9794
H14 4.665 1.880 1.131  0.1049
H15 4.485 -0.597 2.040  0.1483
C5 -4.977 -4.354 -1.005  0.2166
C6 1.275 -4.586 0.770  0.5808
H16 -0.717 -5.403 0.712  0.3352
C7 -5.413 -2.679 0.661  0.1913
Se1 -2.728 -2.784 -0.277  -0.1609
P1 3.199 -0.357 -0.722  -1.6687
C8 0.442 1.529 2.456  -0.7052
H17 0.977 2.913 -0.507  0.2689
C9 5.702 0.135 0.407  0.5255
C10 2.410 2.601 -3.159  -0.9654
C11 2.184 -3.714 1.611  -0.9534
C12 1.140 2.444 1.470  -0.2533
C13 3.423 1.670 -2.533  0.7146
H18 -1.805 -2.140 -3.110  0.0258
H19 3.956 2.169 -1.722  0.0757
H20 1.186 -5.182 -3.483  0.3920
H21 -2.418 1.493 1.991  0.3641
O4 1.088 -4.030 -0.599  -0.3256
P2 1.132 -2.598 -1.165  -1.0766
F2 -4.163 -4.964 -1.854  -0.2486
H22 3.479 -2.687 -0.653  0.5251
H23 -1.082 -2.529 -4.692  0.3198
H24 2.159 -4.072 2.639  0.5708
Cl1 -2.607 0.327 -5.289  -0.0221
H25 -2.422 0.292 -0.592  0.3319
C14 -0.334 -3.706 -3.085  0.9100
H26 0.716 -4.217 -4.892  0.3428
H27 -1.257 -1.310 1.635  -0.5944
Cl2 0.266 0.092 -5.825  -0.0150
C15 -4.495 -3.300 -0.206  0.2732
F3 -8.406 -4.528 0.014  -0.2321
C16 -7.162 -4.138 -0.059  0.6177
H28 5.856 2.214 -0.154  0.3410
H29 -0.585 -3.867 1.594  0.0795
H30 1.532 2.743 -2.526  0.0129
H31 -1.907 2.301 -1.452  0.2353
H32 2.073 2.216 -4.123  0.2515
C17 5.456 -0.784 1.578  -1.1153
H33 3.850 0.603 -4.348  0.3008
O5 4.720 -0.155 -0.694  -0.0484
H34 3.164 -2.158 -2.310  0.4797
H35 -1.370 -0.414 3.158  0.6384
H36 -0.872 4.083 -0.245  0.5498
H37 -0.365 -5.474 -4.274  0.4154
H38 6.228 -0.605 2.326  0.5132
C18 5.643 1.606 0.725  -1.1219
N3 -0.489 0.536 -2.329  0.2967
H39 0.031 -5.365 2.310  0.5202
C19 -0.714 0.590 -3.452  -0.7499
C20 -2.286 0.554 1.451  -0.9797
H40 4.962 1.926 -3.981  0.4802
H41 1.084 1.359 3.320  0.5870
H42 1.848 -2.673 1.612  -0.0521
H43 -1.122 3.327 1.308  0.2983
H44 -3.007 2.697 -0.140  0.5263
H45 -2.260 -3.616 -3.961  0.4213
N4 -1.895 0.875 0.055  -0.9141
F4 -7.573 -2.479 1.554  -0.2577
C21 -0.086 -4.815 1.376  -1.2827
C22 0.349 -4.702 -3.987  -1.5274
C23 -6.725 -3.078 0.741  -0.0644
Cl3 -0.908 2.640 -5.048  -0.0316
C24 -0.927 3.118 0.258  -0.6127
C25 4.391 1.105 -3.545  -1.5449
C26 -2.022 2.284 -0.370  -0.8113
O6 0.729 -2.727 -2.650  0.1305
F5 -6.722 -5.768 -1.688  -0.2496
C27 2.860 -2.032 -1.269  -0.8451


# 2
A 15-piece molecular cluster, C4H38N2O15 overall in a non-equilibrium geometry, computed with ωB97M-V with the def2-TZVPD basis set.

Its HOMO-LUMO gap is 9.328 eV. Its energy above the lowest of the compared OMol25 structures with the same formula, charge and spin is 4.362 eV. The value obtained for the HOMO energy is -9.476 eV.

Last column: Mulliken charge in e.
Geometry (Å):
H1 -2.157 2.537 1.405  0.2659
O1 2.379 -3.206 2.136  -0.6700
H2 -0.998 1.544 3.019  0.2244
H3 -2.344 0.955 3.785  0.2059
O2 -2.633 -3.831 -2.374  -0.6732
H4 -4.347 0.466 1.465  0.4195
H5 2.910 -2.647 1.547  0.3462
O3 0.267 4.127 -0.330  -0.6970
H6 0.807 3.247 3.452  0.3699
H7 -2.377 -0.620 0.598  0.3098
H8 2.285 0.186 -3.818  0.3626
H9 2.326 -3.664 -2.811  0.2987
H10 1.953 -1.410 -0.464  0.3028
C1 -2.700 0.282 0.090  -0.1754
O4 1.709 0.195 -4.595  -0.6202
O5 2.256 -2.707 -2.757  -0.6837
H11 -2.996 -3.040 -2.774  0.3169
O6 -0.138 3.417 3.573  -0.6639
O7 0.463 -1.181 2.611  -0.7206
H12 0.598 -0.209 2.788  0.3880
O8 3.897 -0.559 -2.418  -0.6741
O9 2.081 3.764 1.561  -0.6414
H13 -0.457 -0.520 -3.607  0.3013
H14 0.510 0.672 -0.211  0.1349
H15 -3.507 2.507 2.629  0.4723
O10 1.055 1.430 2.711  -0.7121
H16 1.477 1.117 -4.639  0.3214
H17 1.886 -2.473 2.565  0.3498
O11 1.864 -0.880 0.337  -0.5856
H18 -0.448 -0.646 -0.177  0.0993
N1 -0.351 0.283 -0.567  0.1608
H19 -0.902 -3.177 -1.505  0.2805
O12 -0.212 -2.523 -1.742  -0.3309
H20 -0.682 4.222 -0.429  0.3113
H21 0.071 -4.450 1.259  0.2941
H22 1.875 1.605 2.267  0.3196
H23 1.248 1.510 3.649  0.3030
H24 1.211 -1.262 0.948  0.2393
C2 -1.484 1.058 -0.350  0.1802
H25 -0.380 3.866 2.768  0.3172
H26 1.655 4.310 0.852  0.4025
H27 0.527 3.247 -0.567  0.3494
H28 -0.855 -1.964 -2.196  0.2254
H29 1.439 -2.577 -2.221  0.3660
O13 -1.480 2.234 -0.686  -0.7601
N2 -1.902 1.112 2.891  -0.2305
H30 3.278 -1.296 -2.627  0.3378
H31 -2.814 -3.833 -1.439  0.3216
C3 -2.776 1.931 2.061  -0.8746
O14 -1.330 -0.412 -3.184  -0.7161
C4 -3.595 1.106 1.007  -0.8334
H32 -4.071 1.977 0.552  0.3197
H33 1.450 3.022 1.553  0.1794
H34 -3.241 0.107 -0.844  0.2971
H35 -1.537 0.516 -3.006  0.3124
H36 3.649 -0.139 -1.591  0.3095
H37 -0.390 -1.335 3.026  0.2706
H38 1.120 -3.847 0.366  0.2634
O15 0.202 -4.063 0.384  -0.5871


# 3
C3H6MgO3 as an isolated structure in a non-equilibrium geometry, computed with ωB97M-V with the def2-TZVPD basis set.

Its HOMO-LUMO gap (spin up / spin down) is 5.840 / 5.829 eV. Its energy above the lowest of the compared OMol25 structures with the same formula, charge and spin is 4.337 eV. The value obtained for the HOMO energy (spin up / spin down) is -6.417 / -6.407 eV.

Last column: Mulliken charge in e.
Geometry (Å):
H1 1.725 -0.466 2.130  0.3618
H2 2.262 -0.357 -1.462  0.1900
C1 2.379 -0.231 -0.381  -0.6092
H3 2.844 0.738 -0.159  0.3024
C2 0.897 -0.058 1.530  -0.3940
H4 -0.468 -1.130 2.909  0.3614
O1 -1.191 -0.990 0.998  -0.4536
H5 0.683 1.206 1.530  0.3206
H6 2.977 -1.019 0.096  0.2900
Mg1 -0.769 -0.109 -0.832  0.6821
O2 1.062 -0.324 0.151  -0.1806
C3 -0.362 -0.734 1.888  0.1584
O3 -0.913 1.722 -0.648  -1.0294


# 4
One molecule with the formula C9H11NO3 in a non-equilibrium geometry, computed with ωB97M-V with the def2-TZVPD basis set.

Its HOMO-LUMO gap is 9.373 eV. Its energy above the lowest of the compared OMol25 structures with the same formula, charge and spin is 4.684 eV. The value obtained for the HOMO energy is -8.981 eV.

Last column: Mulliken charge in e.
Geometry (Å):
C1 3.340 -0.400 0.100  0.3253
O1 3.889 0.504 0.818  -0.4743
C2 -1.104 -1.187 -0.189  -0.2532
H1 1.355 2.024 0.806  0.2073
C3 1.765 -0.054 0.098  0.2012
H2 0.972 0.681 2.163  0.2548
H3 -0.578 -2.129 -0.126  0.5081
O2 -4.581 -0.155 0.700  -0.5518
H4 -2.815 -1.921 1.136  0.1508
O3 4.090 -1.036 -0.677  -0.6236
H5 1.391 -0.727 -1.713  0.2378
H6 -4.691 -0.991 1.226  0.2988
C4 0.910 0.247 -1.144  -0.5555
C5 -1.502 1.119 -0.805  -0.4907
H7 -0.977 2.009 -1.412  0.1263
H8 1.220 -0.966 0.573  0.1784
C6 -3.272 -0.118 0.107  1.2173
H9 1.079 1.324 -1.550  0.3709
C7 -0.615 -0.117 -0.746  0.1664
H10 3.476 1.015 1.473  0.4411
C8 -2.870 0.999 -0.595  -0.6848
H11 -3.499 1.887 -0.778  0.3577
N1 1.526 1.022 1.142  -0.6981
C9 -2.452 -1.132 0.422  -0.7105


# 5
A 13-piece molecular cluster, C3H29O15 overall in a non-equilibrium geometry, computed with ωB97M-V with the def2-TZVPD basis set.

Its HOMO-LUMO gap is 9.469 eV. Its net charge is -1. Its energy above the lowest of the compared OMol25 structures with the same formula, charge and spin is 0.637 eV. The value obtained for the HOMO energy is -6.960 eV.

Last column: Mulliken charge in e.
Geometry (Å):
H1 -0.540 0.796 -0.436  0.1162
H2 -3.752 -0.014 -2.085  0.3690
O1 -0.890 -1.783 0.711  -0.6689
O2 4.536 0.789 1.614  -0.7204
O3 2.388 0.893 3.244  -0.7705
H3 -0.342 -0.427 -2.216  0.2935
C1 1.992 -2.958 0.367  -0.1315
O4 0.076 1.876 1.803  -0.8087
O5 -1.386 1.276 -0.723  -0.2959
H4 -2.746 -2.016 -0.751  0.3138
C2 1.242 -2.214 1.492  -0.7762
H5 -3.777 0.424 1.361  0.4166
H6 1.811 0.277 2.770  0.3186
H7 2.984 -3.377 0.535  0.3915
H8 -3.010 1.203 -1.443  0.2872
H9 -3.999 -1.507 -0.206  0.4456
H10 -1.279 1.515 -1.654  0.4202
H11 0.936 -2.781 2.365  0.4097
H12 -3.439 -0.859 1.807  0.3110
H13 2.044 -1.625 2.037  0.1608
H14 1.883 1.770 -3.429  0.3292
H15 1.266 0.355 -3.734  0.3805
O6 0.574 -0.155 0.324  -0.4134
H16 2.018 0.200 -1.045  0.2108
H17 1.969 3.035 -0.198  0.3256
O7 -3.430 0.888 -2.270  -0.7045
H18 0.262 -3.921 0.235  0.3444
O8 -0.564 0.136 -2.973  -0.6999
H19 0.557 2.515 -0.773  0.4083
H20 0.579 2.319 1.088  0.4842
O9 -2.908 2.012 1.441  -0.7881
H21 4.136 0.729 0.740  0.3070
O10 -3.692 -2.067 -0.949  -0.7182
O11 1.187 -4.115 0.041  -0.6182
H22 -2.405 2.036 0.590  0.4544
O12 2.681 0.897 -1.115  -0.5573
H23 3.801 0.921 2.251  0.4608
O13 -4.165 -0.490 1.270  -0.7642
O14 1.036 3.227 -0.353  -0.7602
O15 2.029 0.936 -3.868  -0.7208
H24 1.791 1.655 3.260  0.3384
H25 -2.140 1.910 2.018  0.3471
H26 1.988 -2.423 -0.589  0.0817
H27 -0.281 1.038 1.472  0.1895
H28 2.990 0.929 -2.025  0.2999
H29 -1.314 -0.372 -3.309  0.3132
C3 0.246 -1.248 0.844  0.3880


# 6
A 2-piece molecular cluster, C5H13NO2 overall in a non-equilibrium geometry, computed with ωB97M-V with the def2-TZVPD basis set.

Its HOMO-LUMO gap is 10.504 eV. Its energy above the lowest of the compared OMol25 structures with the same formula, charge and spin is 1.305 eV. The value obtained for the HOMO energy is -9.788 eV.

Last column: Mulliken charge in e.
Geometry (Å):
O1 1.897 -1.649 2.191  -0.4553
H1 -1.442 0.206 -2.418  0.2698
O2 0.929 -0.034 3.408  -0.5468
H2 -1.219 -2.606 2.589  0.3643
H3 -0.085 2.304 -1.124  0.2636
C1 -0.320 1.875 -2.097  -0.2974
C2 -0.255 -1.013 1.533  -0.0371
H4 -0.592 -0.090 1.132  0.2094
H5 0.966 1.327 -3.742  0.2868
C3 1.087 1.683 -2.711  -1.0679
H6 -0.992 2.376 -2.783  0.3393
H7 -2.220 -1.961 1.401  0.3522
H8 -0.188 -0.112 -1.638  0.1559
H9 2.718 -1.484 2.683  0.3416
H10 0.099 -1.437 0.595  0.2448
C4 0.857 -0.852 2.536  0.4825
H11 1.583 2.647 -2.802  0.3195
H12 1.610 0.916 -2.145  0.3207
H13 -1.998 -1.012 2.862  0.3083
N1 -0.943 0.580 -1.628  -0.5736
C5 -1.492 -1.664 2.157  -1.2806


# 7
A 2-piece molecular cluster, CH6NS overall in a non-equilibrium geometry, computed with ωB97M-V with the def2-TZVPD basis set.

Its HOMO-LUMO gap is 6.766 eV. Its net charge is -1. Its energy above the lowest of the compared OMol25 structures with the same formula, charge and spin is 1.101 eV. The value obtained for the HOMO energy is -2.305 eV.

Last column: Mulliken charge in e.
Geometry (Å):
H1 -0.333 -0.933 -2.162  0.2734
H2 1.377 0.948 0.950  0.2227
H3 -0.528 -1.339 -0.329  0.1383
N1 0.570 0.883 1.533  -0.7448
H4 0.852 -0.412 -1.172  0.2102
C1 -0.303 -0.554 -1.158  -0.8284
H5 -0.397 0.931 1.069  0.2251
S1 -1.783 0.468 -0.664  -0.7006
H6 0.546 0.007 1.933  0.2041


# 8
One molecule with the formula O4S in a non-equilibrium geometry, computed with ωB97M-V with the def2-TZVPD basis set.

Its HOMO-LUMO gap is 12.518 eV. Its energy above the lowest of the compared OMol25 structures with the same formula, charge and spin is 0.454 eV. The value obtained for the HOMO energy is -12.174 eV.

Last column: Mulliken charge in e.
Geometry (Å):
O1 -1.057 -1.191 0.033  -0.4415
S1 -0.292 -0.024 0.007  1.2294
O2 1.048 0.130 -0.687  -0.1617
O3 -0.956 1.193 -0.066  -0.4548
O4 1.103 -0.080 0.703  -0.1715


Ordered calculated total energy results: -6793.901195 -1413.303831 -543.582387 -629.886219 -1260.426287 -403.528647 -494.624061 -698.971649; unit Eh.